# 1
The following is a quantum chemistry calculation of a 2-piece molecular cluster, C2H10NO overall, from the OMol25 dataset.

As for the charge: +1. The calculation puts the LUMO energy at -3.6 eV. As for the HOMO energy: -14.849 eV. Its total energy is -5766.9017 eV. For the HOMO-LUMO gap, the calculation gives 11.239 eV. The value obtained for the energy above the lowest of the compared OMol25 structures with the same formula, charge and spin is 0.781 eV.

```
14
Properties=species:S:1:pos:R:3:lowdin_charge:R:1
C -1.563 -0.153 1.662 -0.01
N -0.257 0.532 1.502 0.14
H 0.309 0.068 0.777 0.12
H -0.354 1.505 1.233 0.17
H 0.289 0.477 2.366 0.18
H -2.071 -0.213 0.701 0.10
H -2.205 0.397 2.346 0.11
H -1.423 -1.163 2.028 0.11
C 1.398 -0.033 -2.105 -0.10
O 0.441 -0.423 -1.101 -0.15
H -0.434 -0.378 -1.480 0.08
H 2.001 0.785 -1.713 0.08
H 2.035 -0.898 -2.303 0.09
H 0.926 0.304 -3.025 0.09
```

***

# 2
The following is a quantum chemistry calculation of one molecule with the formula C2H4NP, from the OMol25 dataset.

The calculation puts the LUMO energy at 0.6 eV. As for the HOMO energy: -9.470 eV. Its total energy is -12914.4691 eV. For the HOMO-LUMO gap, the calculation gives 10.050 eV. The value obtained for the energy above the lowest of the compared OMol25 structures with the same formula, charge and spin is 2.060 eV.

```
8
Properties=species:S:1:pos:R:3:lowdin_charge:R:1
P 1.866 -0.399 0.054 0.81
C 0.058 -0.650 -0.074 -0.62
N -0.972 -1.380 0.218 0.11
C -1.191 0.075 -0.117 -0.23
H 1.673 0.472 1.224 -0.07
H 1.760 0.715 -0.704 -0.15
H -1.444 0.941 0.466 0.07
H -1.751 0.226 -1.068 0.08
```

***

# 3
The following is a quantum chemistry calculation of one molecule with the formula CH5NO, from the OMol25 dataset.

The calculation puts the LUMO energy at 0.9 eV. As for the HOMO energy: -9.901 eV. Its total energy is -4655.3343 eV. For the HOMO-LUMO gap, the calculation gives 10.839 eV. The value obtained for the energy above the lowest of the compared OMol25 structures with the same formula, charge and spin is 0.049 eV.

```
8
Properties=species:S:1:pos:R:3:lowdin_charge:R:1
N 1.189 -0.228 -0.140 0.01
C -0.139 -0.341 0.421 -0.36
O -1.088 0.424 -0.303 -0.07
H 1.569 0.673 0.130 0.06
H 1.091 -0.244 -1.148 0.07
H -0.484 -1.368 0.432 0.10
H -0.112 -0.019 1.467 0.11
H -1.546 1.021 0.292 0.07
```

***

# 4
The following is a quantum chemistry calculation of C46H47Ge2NSiZn as an isolated structure, from the OMol25 dataset.

As for the charge: -1. The calculation puts the LUMO energy (spin up / spin down) at 2.5 / 0.7 eV. As for the HOMO energy (spin up / spin down): -4.386 / -4.673 eV. The expectation value of S² is 0.7567. Its total energy is -219282.6614 eV. For the HOMO-LUMO gap (spin up / spin down), the calculation gives 6.884 / 5.403 eV. The value obtained for the energy above the lowest of the compared OMol25 structures with the same formula, charge and spin is 0.038 eV. The spin multiplicity is 2.

```
98
Properties=species:S:1:pos:R:3:mulliken_spin:R:1
Zn -0.272 0.653 0.669 0.20
C -3.790 -2.440 -2.896 0.01
Ge -2.808 -0.997 -2.015 0.02
C -4.157 0.256 -1.342 0.00
C -1.983 0.018 -3.477 -0.01
Ge -1.229 -1.545 -0.229 0.10
C -2.374 -2.350 1.174 0.06
C -1.824 -2.691 2.422 0.04
C -2.616 -3.195 3.453 -0.01
C -3.985 -3.357 3.263 0.01
C -4.554 -3.018 2.039 0.00
C -3.758 -2.514 1.011 0.01
C -0.174 -3.079 -0.903 0.01
C 0.083 -3.229 -2.276 -0.01
C 0.896 -4.256 -2.755 0.00
C 1.475 -5.160 -1.870 0.01
C 1.226 -5.039 -0.505 0.00
C 0.418 -4.007 -0.030 0.01
H -4.399 -1.980 -3.686 0.00
H -4.449 -2.969 -2.195 0.00
H -3.106 -3.172 -3.348 0.00
H -4.734 0.650 -2.193 0.00
H -3.638 1.084 -0.843 0.00
H -4.852 -0.204 -0.625 0.00
H -2.757 0.220 -4.234 0.00
H -1.153 -0.514 -3.954 0.00
H -1.614 0.976 -3.081 0.00
H -0.763 -2.540 2.609 0.00
H -2.165 -3.441 4.410 0.00
H -4.607 -3.736 4.068 0.00
H -5.620 -3.137 1.885 0.00
H -4.228 -2.264 0.063 0.00
H -0.364 -2.535 -2.989 0.00
H 1.078 -4.347 -3.820 0.00
H 2.115 -5.959 -2.242 0.00
H 1.669 -5.745 0.192 0.00
H 0.224 -3.943 1.040 0.00
C -4.050 4.143 -0.973 0.00
C -2.546 4.264 -1.259 0.00
C -2.015 5.577 -0.658 0.00
C -2.310 4.266 -2.779 0.00
C -1.829 3.119 -0.654 0.02
C -1.235 2.172 -0.154 0.04
H -4.580 5.020 -1.369 0.00
H -4.233 4.077 0.104 0.00
H -4.463 3.243 -1.442 0.00
H -2.533 6.438 -1.102 0.00
H -0.941 5.677 -0.850 0.00
H -2.170 5.593 0.426 0.00
H -2.842 5.107 -3.246 0.00
H -2.672 3.332 -3.223 0.00
H -1.242 4.357 -3.002 0.00
N 0.153 0.556 8.115 0.00
C 0.117 0.583 6.961 0.00
C 0.091 0.619 5.501 0.01
C 0.626 -0.436 4.761 -0.01
C 0.582 -0.393 3.373 0.03
C 0.012 0.675 2.670 0.07
C -0.501 1.726 3.441 -0.03
C -0.474 1.707 4.833 -0.01
H 1.081 -1.274 5.280 0.00
H 1.026 -1.221 2.822 -0.01
H -0.949 2.584 2.942 0.00
H -0.887 2.526 5.409 0.00
C 4.179 -2.025 3.269 0.03
C 4.241 -0.634 3.273 -0.01
C 3.670 0.092 2.228 0.02
C 3.030 -0.562 1.166 0.12
C 2.976 -1.960 1.181 0.02
C 3.549 -2.688 2.218 -0.02
Si 2.122 0.400 -0.139 -0.10
C 2.805 2.142 -0.146 0.23
C 2.054 3.260 0.254 -0.02
C 2.610 4.541 0.214 0.00
C 3.919 4.720 -0.224 0.00
C 4.674 3.618 -0.623 0.01
C 4.120 2.345 -0.584 0.02
C 2.466 -0.325 -1.828 0.06
C 1.718 0.115 -2.930 0.02
C 2.007 -0.332 -4.217 -0.01
C 3.040 -1.242 -4.425 0.01
C 3.785 -1.702 -3.344 0.00
C 3.500 -1.248 -2.055 0.02
H 4.616 -2.589 4.085 0.00
H 4.725 -0.114 4.094 0.00
H 3.707 1.182 2.248 0.00
H 2.480 -2.487 0.372 0.01
H 3.495 -3.773 2.210 0.00
H 1.023 3.141 0.581 0.02
H 2.015 5.397 0.523 0.00
H 4.352 5.716 -0.258 0.00
H 5.694 3.753 -0.967 0.00
H 4.721 1.492 -0.908 0.01
H 0.908 0.831 -2.779 0.00
H 1.424 0.029 -5.059 0.00
H 3.259 -1.598 -5.428 0.00
H 4.588 -2.416 -3.500 0.00
H 4.102 -1.606 -1.220 0.00
```

***

# 5
The following is a quantum chemistry calculation of a 12-piece molecular cluster, C4H34N2O12 overall, from the OMol25 dataset.

As for the charge: +2. The calculation puts the LUMO energy at -4.8 eV. As for the HOMO energy: -15.835 eV. Its total energy is -32239.3626 eV. For the HOMO-LUMO gap, the calculation gives 11.040 eV. The value obtained for the energy above the lowest of the compared OMol25 structures with the same formula, charge and spin is 0.000 eV.

```
52
Properties=species:S:1:pos:R:3:lowdin_charge:R:1
O -0.131 2.817 -2.631 0.10
C -0.531 1.802 -2.130 -0.18
C -0.481 1.586 -0.627 -0.24
C 0.417 0.369 -0.291 -0.07
C -0.364 -0.850 0.181 -0.12
N -0.614 -0.829 1.654 0.19
N 0.018 2.827 0.016 0.22
H -0.920 0.969 -2.719 0.12
H -1.480 1.424 -0.276 0.11
H 1.195 0.679 0.433 0.13
H 1.000 0.078 -1.171 0.12
H 0.173 -1.760 -0.051 0.11
H -1.322 -0.930 -0.319 0.08
H -1.411 -1.410 1.878 0.11
H -0.798 0.124 1.996 0.11
H 0.214 -1.209 2.156 0.12
H 0.937 3.169 -0.375 0.11
H 0.054 2.688 1.045 0.12
H -0.624 3.568 -0.149 0.16
H -3.077 -3.251 -1.831 0.06
H -2.712 -1.748 -1.823 0.03
O -2.641 -2.594 -1.330 -0.03
H 2.823 1.746 3.364 0.09
H 2.186 0.413 2.844 0.02
O 2.109 1.395 2.814 -0.06
H 4.154 -2.736 0.977 0.07
H 2.927 -2.418 0.095 0.02
O 3.448 -2.108 0.867 -0.04
H 0.446 1.781 2.984 0.04
H -0.960 2.367 3.365 0.09
O -0.491 1.903 2.659 -0.08
H -4.292 1.101 0.549 0.09
H -3.468 -0.188 0.748 0.03
O -3.439 0.699 0.329 -0.06
H 3.080 -1.089 -3.764 0.07
H 1.665 -1.419 -4.244 0.07
O 2.170 -1.177 -3.473 -0.02
H 1.941 -3.725 -1.552 0.08
H 2.045 -2.236 -2.026 0.02
O 1.880 -2.813 -1.240 -0.06
H -3.659 -2.489 1.711 0.10
H -2.977 -2.310 0.313 0.04
O -3.069 -1.896 1.224 -0.08
H 2.151 -1.857 3.625 0.08
H 2.520 -1.677 2.124 0.02
O 1.897 -1.367 2.844 -0.07
H 2.965 4.345 -0.916 0.09
H 2.055 3.971 -2.127 0.07
O 2.272 3.745 -1.221 -0.03
H -3.092 0.339 -1.372 0.02
H -3.435 0.183 -2.899 0.10
O -2.756 -0.005 -2.234 -0.07
```

***

# 6
The following is a quantum chemistry calculation of one molecule with the formula C5H11NO, from the OMol25 dataset.

The calculation puts the LUMO energy at 0.8 eV. As for the HOMO energy: -8.811 eV. Its total energy is -8898.5789 eV. For the HOMO-LUMO gap, the calculation gives 9.604 eV. The value obtained for the energy above the lowest of the compared OMol25 structures with the same formula, charge and spin is 3.118 eV.

```
18
Properties=species:S:1:pos:R:3:lowdin_charge:R:1
C 2.481 0.285 0.822 -0.12
C 1.154 -0.321 0.789 -0.22
C 0.239 0.538 -0.088 -0.43
O 0.358 1.702 -0.310 0.05
N -1.109 0.094 -0.361 -0.18
C -1.752 0.805 -1.462 -0.09
C -1.442 -1.261 0.255 -0.04
H 3.365 -0.361 0.491 0.09
H 2.605 0.716 1.836 0.08
H 2.641 1.208 0.029 0.14
H 1.112 -1.198 0.235 0.09
H 0.718 -0.732 1.702 0.11
H -1.143 1.720 -1.564 0.06
H -2.845 1.048 -1.064 0.11
H -1.757 0.253 -2.534 0.12
H -1.217 -2.204 -0.208 0.06
H -2.537 -1.192 0.179 0.08
H -0.871 -1.102 1.251 0.09
```

***

> Number 5 is which compound?

C4H34N2O12